{
  "formula": "C72H180N12",
  "method": "ωB97M-V with the def2-TZVPD basis set",
  "e_above_lowest_kcal_mol": 68.3,
  "fmax_ha_per_bohr": 0.0560,
  "smiles": "CCN(CC)CC.CCN(CC)CC.CCN(CC)CC.CCN(CC)CC.CCN(CC)CC.CCN(CC)CC.CCN(CC)CC.CCN(CC)CC.CCN(CC)CC.CCN(CC)CC.CCN(CC)CC.CCN(CC)CC",
  "lumo_ev": 0.66,
  "charge": 0,
  "gap_ev": 8.65,
  "total_energy_ha": -3508.06227,
  "homo_ev": -7.99,
  "symbols": ["C", "C", "N", "C", "C", "C", "C", "H", "H", "H", "H", "H", "H", "H", "H", "H", "H", "H", "H", "H", "H", "H", "C", "C", "N", "C", "C", "C", "C", "H", "H", "H", "H", "H", "H", "H", "H", "H", "H", "H", "H", "H", "H", "H", "C", "C", "N", "C", "C", "C", "C", "H", "H", "H", "H", "H", "H", "H", "H", "H", "H", "H", "H", "H", "H", "H", "C", "C", "N", "C", "C", "C", "C", "H", "H", "H", "H", "H", "H", "H", "H", "H", "H", "H", "H", "H", "H", "H", "C", "C", "N", "C", "C", "C", "C", "H", "H", "H", "H", "H", "H", "H", "H", "H", "H", "H", "H", "H", "H", "H", "C", "C", "N", "C", "C", "C", "C", "H", "H", "H", "H", "H", "H", "H", "H", "H", "H", "H", "H", "H", "H", "H", "C", "C", "N", "C", "C", "C", "C", "H", "H", "H", "H", "H", "H", "H", "H", "H", "H", "H", "H", "H", "H", "H", "C", "C", "N", "C", "C", "C", "C", "H", "H", "H", "H", "H", "H", "H", "H", "H", "H", "H", "H", "H", "H", "H", "C", "C", "N", "C", "C", "C", "C", "H", "H", "H", "H", "H", "H", "H", "H", "H", "H", "H", "H", "H", "H", "H", "C", "C", "N", "C", "C", "C", "C", "H", "H", "H", "H", "H", "H", "H", "H", "H", "H", "H", "H", "H", "H", "H", "C", "C", "N", "C", "C", "C", "C", "H", "H", "H", "H", "H", "H", "H", "H", "H", "H", "H", "H", "H", "H", "H", "C", "C", "N", "C", "C", "C", "C", "H", "H", "H", "H", "H", "H", "H", "H", "H", "H", "H", "H", "H", "H", "H"],
  "positions_angstrom": [[-0.09554, 4.04663, -2.61962], [0.06134, 3.98677, -1.11387], [0.38735, 5.24379, -0.50483], [-0.55391, 6.33616, -0.78439], [-2.03482, 6.06419, -0.27288], [0.71740, 5.01102, 0.93615], [2.04571, 4.21767, 1.09067], [-0.97298, 4.54434, -3.03253], [-0.22589, 3.00617, -2.91717], [0.82463, 4.42826, -3.06204], [-0.81722, 3.49893, -0.69169], [0.92212, 3.31871, -1.08448], [-0.13841, 7.26993, -0.40551], [-0.61165, 6.54558, -1.85252], [-2.66538, 6.95303, -0.29439], [-2.60319, 5.42135, -0.94504], [-2.11394, 5.61154, 0.71552], [-0.14565, 4.63310, 1.48425], [0.95074, 5.98874, 1.35773], [1.95389, 3.15081, 0.88704], [2.45806, 4.34528, 2.09156], [2.79990, 4.58544, 0.39494], [1.49643, 0.47957, -1.96713], [0.48193, -0.43278, -1.19529], [-0.18101, 0.27182, -0.08648], [0.70693, 0.43486, 1.06067], [0.08715, 1.42217, 2.09237], [-1.46630, -0.38722, 0.18007], [-1.50286, -1.79900, 0.92530], [2.03254, -0.12575, -2.69807], [2.30890, 0.77818, -1.30469], [1.01459, 1.34536, -2.42136], [-0.22965, -0.76423, -1.95153], [1.02298, -1.31152, -0.84432], [0.83805, -0.52782, 1.55480], [1.69788, 0.82927, 0.83581], [-0.86746, 1.10924, 2.51533], [0.72291, 1.64250, 2.94990], [-0.20466, 2.36408, 1.62789], [-2.09385, -0.47872, -0.70645], [-2.00561, 0.37194, 0.74655], [-2.49978, -2.23847, 0.95865], [-1.10959, -1.72908, 1.93947], [-0.94336, -2.52061, 0.33003], [-6.78160, -4.24490, -2.15150], [-5.26385, -4.37302, -1.87967], [-4.38806, -3.69212, -2.88388], [-4.33948, -4.47904, -4.09721], [-3.80668, -3.70505, -5.31615], [-3.09412, -3.34337, -2.28154], [-2.13054, -4.46548, -2.04342], [-7.09661, -3.20253, -2.19978], [-7.36551, -4.73861, -1.37470], [-7.03044, -4.73962, -3.09034], [-5.16428, -3.99758, -0.86122], [-5.10201, -5.44978, -1.82966], [-3.77248, -5.37311, -3.83787], [-5.31073, -4.85793, -4.41535], [-4.08275, -4.22479, -6.23362], [-4.24935, -2.71094, -5.37849], [-2.72913, -3.54151, -5.30092], [-3.24765, -2.77064, -1.36693], [-2.64140, -2.58176, -2.91645], [-1.39080, -4.14119, -1.31149], [-1.58244, -4.61794, -2.97317], [-2.57696, -5.37692, -1.64582], [-9.49487, -5.05969, 2.15448], [-8.02411, -5.28456, 1.81288], [-7.07434, -4.42508, 2.52649], [-6.94740, -2.99500, 2.07726], [-5.44977, -2.71305, 2.08001], [-7.02984, -4.50394, 3.99538], [-6.73927, -5.86356, 4.56394], [-10.13517, -5.81879, 1.70516], [-9.95606, -4.14039, 1.79352], [-9.64809, -5.05237, 3.23363], [-7.75371, -6.31444, 2.04597], [-7.86016, -5.21361, 0.73762], [-7.55795, -2.30519, 2.65993], [-7.40840, -2.91530, 1.09276], [-5.22497, -1.68543, 1.79442], [-4.91069, -3.41682, 1.44581], [-4.99225, -2.81757, 3.06381], [-6.25343, -3.84370, 4.38186], [-7.97108, -4.06947, 4.33215], [-6.77700, -5.84909, 5.65319], [-7.48686, -6.61320, 4.30464], [-5.77157, -6.25232, 4.24689], [4.31326, 1.47069, 3.54081], [4.17742, 0.04653, 2.89838], [5.02612, -0.19733, 1.73241], [4.77748, -1.52739, 1.12488], [5.29523, -1.57970, -0.29102], [6.47025, 0.16914, 1.88786], [7.21224, -0.67106, 2.98804], [5.18357, 1.72393, 4.14621], [3.42590, 1.56804, 4.16629], [4.23002, 2.27998, 2.81540], [4.36058, -0.72599, 3.64522], [3.17660, -0.11104, 2.49637], [5.26574, -2.30374, 1.71392], [3.73026, -1.82974, 1.11927], [4.71384, -0.85488, -0.86087], [6.34650, -1.35124, -0.46634], [5.06472, -2.51850, -0.79463], [6.53729, 1.21689, 2.18080], [6.90165, 0.14018, 0.88728], [7.19810, -1.71619, 2.67885], [6.75313, -0.54187, 3.96815], [8.24767, -0.35007, 3.10184], [0.91982, -3.04167, -4.11968], [1.33675, -4.56981, -4.04824], [1.44686, -5.02830, -2.65203], [1.70137, -6.45134, -2.53741], [0.46977, -7.25383, -2.79481], [2.53452, -4.36798, -1.93027], [2.24216, -4.39298, -0.42616], [0.24654, -2.76482, -3.30842], [0.36098, -2.80036, -5.02387], [1.76792, -2.36353, -4.02509], [0.55214, -5.22289, -4.43031], [2.22072, -4.71487, -4.66925], [2.49156, -6.74029, -3.23038], [2.05231, -6.78142, -1.55966], [-0.32448, -6.98485, -2.09844], [0.13965, -7.15502, -3.82891], [0.67944, -8.30513, -2.59757], [2.61289, -3.30975, -2.17948], [3.48239, -4.86119, -2.14562], [2.40010, -5.36264, 0.04598], [1.23984, -4.10085, -0.11293], [2.92937, -3.67244, 0.01730], [6.59821, -1.23202, -8.13141], [5.84664, -0.83593, -6.83358], [6.66458, -1.09476, -5.63736], [5.96561, -0.73887, -4.38447], [4.67751, -1.51489, -4.06330], [7.97407, -0.40936, -5.69647], [7.99695, 1.07431, -5.87006], [7.00888, -2.23567, -8.02123], [7.38962, -0.55871, -8.46067], [5.87724, -1.29583, -8.94641], [5.51226, 0.19565, -6.94371], [4.92862, -1.42265, -6.86689], [6.63188, -0.79801, -3.52384], [5.69948, 0.31496, -4.46641], [4.30372, -1.22658, -3.08082], [3.83073, -1.35568, -4.73092], [4.83071, -2.59400, -4.07596], [8.55651, -0.77651, -6.54149], [8.54629, -0.68097, -4.80940], [7.53927, 1.54884, -6.73807], [9.02578, 1.42166, -5.77541], [7.53139, 1.50193, -4.98209], [-6.71000, 3.47936, 4.17508], [-5.57622, 2.67266, 3.61704], [-5.82497, 2.26278, 2.20150], [-4.59058, 1.90889, 1.42831], [-3.60871, 3.13486, 1.34031], [-6.90003, 1.26260, 2.05731], [-7.26773, 0.91464, 0.63892], [-7.21719, 4.02334, 3.37824], [-6.35161, 4.23297, 4.87632], [-7.55327, 2.92504, 4.58705], [-4.66958, 3.27207, 3.69961], [-5.30178, 1.79822, 4.20708], [-4.77451, 1.71161, 0.37220], [-4.13404, 0.98708, 1.78877], [-3.07620, 3.25205, 2.28413], [-4.09354, 4.02885, 0.94812], [-2.81527, 2.86160, 0.64470], [-6.56749, 0.35925, 2.56865], [-7.79628, 1.66889, 2.52610], [-8.20181, 0.35800, 0.71477], [-7.57933, 1.78609, 0.06308], [-6.51805, 0.30661, 0.13259], [7.44884, 4.46355, 0.85508], [6.98556, 5.09232, -0.46429], [6.74425, 4.08405, -1.49952], [5.59604, 3.27511, -1.08466], [5.34887, 2.06422, -1.99648], [6.47227, 4.80037, -2.76182], [7.68589, 5.65502, -3.32129], [7.92322, 5.25211, 1.43923], [8.07890, 3.57851, 0.76655], [6.62834, 4.24002, 1.53693], [6.22060, 5.85382, -0.31247], [7.78822, 5.69700, -0.88644], [5.78387, 2.92440, -0.06986], [4.63225, 3.78422, -1.08847], [4.49455, 1.52443, -1.58799], [5.21874, 2.37525, -3.03302], [6.20263, 1.39361, -1.89908], [5.56651, 5.40425, -2.70685], [6.33156, 4.00456, -3.49324], [8.61223, 5.08987, -3.21835], [7.78850, 6.62876, -2.84234], [7.52545, 5.86473, -4.37882], [-4.88491, -3.85036, 7.35587], [-3.78975, -2.81466, 7.22345], [-3.82844, -1.95760, 5.98780], [-2.56141, -1.25734, 5.82825], [-2.41503, -0.52093, 4.51225], [-5.10599, -1.23643, 5.73409], [-5.34016, -0.14340, 6.81635], [-4.91894, -4.36243, 6.39424], [-5.88358, -3.41682, 7.40879], [-4.72164, -4.58027, 8.14876], [-3.67675, -2.24808, 8.14775], [-2.87500, -3.40665, 7.19359], [-2.53672, -0.56485, 6.66964], [-1.75012, -1.95913, 6.02165], [-3.12930, 0.27887, 4.31669], [-1.39563, -0.13527, 4.49876], [-2.39855, -1.23648, 3.69017], [-5.87685, -2.00704, 5.72781], [-5.11783, -0.80221, 4.73439], [-4.61239, 0.66804, 6.81465], [-5.40414, -0.56592, 7.81910], [-6.30367, 0.33975, 6.65414], [-0.19519, 0.38890, -5.48724], [0.36259, 0.98686, -6.77814], [1.78184, 0.92965, -7.01382], [2.59079, 1.38736, -5.84698], [2.35404, 2.88795, -5.45627], [2.23593, 1.47780, -8.29946], [3.67948, 1.08789, -8.61142], [0.41941, -0.42647, -5.10573], [-1.20840, 0.01268, -5.62848], [-0.22006, 1.19172, -4.75038], [-0.17159, 0.57773, -7.63567], [0.07046, 2.03568, -6.83047], [2.32883, 0.78082, -4.98004], [3.62080, 1.11230, -6.07398], [2.58231, 3.56847, -6.27656], [1.29969, 2.91832, -5.18144], [2.96613, 3.08576, -4.57631], [2.04724, 2.54962, -8.36031], [1.59492, 1.05296, -9.07193], [4.40546, 1.54072, -7.93614], [3.97782, 1.36306, -9.62304], [3.82684, 0.01449, -8.49229], [-2.83028, 3.83210, 7.51007], [-1.31738, 4.13594, 7.60151], [-0.64847, 3.83304, 6.40365], [0.71382, 4.35029, 6.45154], [1.47403, 4.27463, 5.06335], [-0.73510, 2.43272, 5.97878], [-0.18339, 1.44832, 7.00794], [-3.40340, 4.41113, 8.23421], [-2.97714, 2.76318, 7.66478], [-3.16526, 4.05415, 6.49687], [-1.24950, 5.20883, 7.78152], [-0.77247, 3.64800, 8.40965], [1.22739, 3.86828, 7.28340], [0.68755, 5.38263, 6.80037], [1.91335, 3.30219, 4.84095], [2.25027, 5.03914, 5.03049], [0.79429, 4.53228, 4.25115], [-1.80025, 2.25422, 5.83157], [-0.30659, 2.22214, 4.99892], [-0.62209, 1.44247, 8.00574], [-0.39305, 0.43349, 6.66990], [0.89132, 1.58881, 7.12350]],
  "forces_ev_per_angstrom": [[-0.4, -0.4, -0.4], [0.1, 0.0, -1.3], [0.4, 0.2, 0.8], [-1.1, -0.6, 0.7], [0.4, 0.4, -0.6], [1.0, 1.1, -1.2], [-0.6, -0.1, -0.1], [0.1, 0.4, 0.2], [0.1, -0.1, -0.3], [-0.1, 0.1, -0.2], [-0.2, -0.2, 0.4], [0.0, -0.1, 1.0], [-0.1, -0.1, 0.6], [0.1, -0.4, -0.2], [0.3, 0.4, 0.3], [0.4, -0.4, -0.2], [0.3, 0.2, 0.1], [0.0, -0.5, 0.2], [-0.3, 0.2, 0.1], [-0.1, 0.0, 0.1], [-0.2, -0.1, 0.1], [-0.2, 0.3, -0.1], [0.0, -1.0, 0.9], [1.1, 1.3, -0.6], [0.2, -1.0, -1.7], [-1.4, 0.6, 1.3], [-0.5, 0.0, -0.3], [-0.7, 0.0, 1.6], [0.4, 1.1, -0.9], [-0.3, 0.0, -0.4], [-0.1, 0.4, 0.2], [0.1, -0.1, 0.0], [-0.4, 0.0, 0.3], [0.1, -0.4, 0.1], [0.3, -0.3, 0.2], [-0.1, -0.1, -0.7], [0.0, -0.6, 0.0], [0.3, -0.1, -0.2], [0.5, 0.1, -0.3], [0.6, 0.0, -0.5], [-0.3, -0.3, 0.5], [-0.3, 0.5, 0.1], [0.1, -0.1, -0.1], [0.4, 0.0, 0.2], [0.5, 0.1, -0.5], [-1.0, 0.3, -0.4], [-1.6, 0.2, 1.8], [0.6, 0.2, -0.4], [0.1, -0.1, 0.3], [-0.6, 0.8, -0.4], [0.8, 0.1, 0.0], [0.1, 0.0, -0.1], [0.2, 0.0, 0.1], [-0.2, 0.1, -0.1], [0.7, 0.3, -0.1], [0.5, -0.3, 0.0], [0.5, -0.4, -0.6], [-0.3, 0.3, 0.6], [0.2, -0.1, 0.0], [-0.2, 0.0, 0.2], [0.1, -0.2, 0.0], [-0.6, -0.2, 0.2], [0.3, -0.1, -0.4], [0.2, 0.0, 0.0], [0.1, -0.7, 0.1], [-0.1, 0.0, -0.2], [-0.5, 0.0, -0.1], [0.0, 0.4, 0.7], [0.6, 0.7, -0.4], [0.1, -2.0, 0.0], [0.1, 0.7, 0.1], [-0.4, 0.3, -0.8], [-0.5, -0.8, 0.2], [0.1, -0.4, 0.2], [0.5, 0.4, -0.1], [0.0, -0.2, 0.0], [-0.1, -0.1, 0.1], [0.1, 0.3, 0.0], [0.2, 0.2, 0.6], [0.4, -0.1, -0.3], [0.0, 0.1, -0.3], [-0.2, 0.1, -0.2], [-0.2, -0.1, 0.2], [0.1, 0.2, -0.4], [-0.3, -0.2, 0.8], [0.2, 0.2, 0.1], [-0.1, 0.0, -0.3], [0.1, 0.2, 0.0], [-0.9, -0.6, -0.5], [1.0, 0.6, -0.4], [0.3, 0.4, -0.5], [1.3, 0.3, 0.5], [-0.7, 0.2, -1.0], [-0.9, -0.6, 0.9], [-0.2, 0.4, -1.2], [0.1, -0.6, 0.0], [0.1, 0.1, 0.3], [0.0, -0.2, -0.4], [-0.1, -0.1, 0.5], [-0.3, 0.2, 0.4], [0.2, -0.3, 0.3], [-0.2, 0.6, 0.1], [0.1, 0.3, -0.1], [0.0, -0.1, 0.4], [0.2, -0.3, 0.3], [-0.3, 0.1, 0.0], [0.3, -0.4, 0.2], [0.1, -0.1, 0.3], [-0.2, -0.1, -0.1], [0.1, 0.0, -0.2], [-0.1, -1.0, 0.3], [-1.2, 0.9, 0.8], [1.2, 0.8, 0.2], [-0.3, -0.4, -0.4], [-0.5, -0.8, -0.1], [-1.2, 0.3, 0.8], [0.7, 0.1, 0.4], [-0.1, -0.3, 0.2], [0.3, -0.2, -0.2], [0.1, -0.1, -0.2], [-0.1, 0.4, -0.5], [0.4, -0.2, 0.1], [0.3, -0.2, -0.3], [0.1, 0.7, 0.2], [-0.1, 0.2, -0.2], [-0.3, -0.1, 0.1], [0.0, -0.2, -0.2], [0.0, -0.1, -0.4], [0.4, 0.1, 0.0], [0.2, 0.0, -0.1], [-0.2, 0.2, -0.6], [0.1, -0.1, 0.4], [-0.5, -0.2, 0.2], [0.9, -0.4, -0.8], [-0.1, 0.0, 0.3], [-0.7, 0.3, -0.7], [0.1, -0.3, -0.2], [0.0, -0.9, -1.0], [-0.1, 1.4, 1.5], [0.1, 0.0, 0.1], [0.0, 0.1, 0.2], [-0.1, 0.1, -0.1], [0.2, 0.3, 0.4], [0.0, -0.2, 0.6], [0.3, -0.3, -0.2], [-0.3, 0.4, 0.3], [0.2, 0.0, 0.1], [0.2, 0.4, -0.4], [0.2, -0.1, 0.2], [-0.2, -0.7, 0.0], [-0.1, 0.0, 0.1], [0.0, -0.5, -0.2], [0.1, 0.0, -0.3], [-0.3, 0.4, 0.0], [-1.0, 0.5, -0.1], [0.5, -0.7, -1.3], [0.7, 0.4, -0.8], [-0.3, 1.8, 0.2], [0.1, -1.8, 0.3], [1.0, 0.9, 0.3], [-0.7, -0.1, 0.0], [0.4, 0.2, -0.3], [-0.1, -0.2, 0.2], [0.3, -0.3, 0.5], [0.0, 0.2, -0.6], [-0.4, -0.5, 0.5], [-0.9, -0.1, 0.1], [0.5, -0.1, 0.4], [-0.2, 0.6, 0.1], [-0.1, -0.1, 0.4], [0.1, 0.0, -0.3], [-0.3, -0.5, 0.4], [0.1, -0.1, 0.3], [0.1, -0.5, -0.1], [0.6, 0.2, -0.1], [-0.1, 0.2, -0.1], [-0.6, 1.0, 0.6], [1.7, -0.5, -0.2], [-1.1, 1.3, 0.3], [0.0, -1.0, -0.8], [0.7, 0.1, 0.9], [1.5, -0.5, -0.7], [-1.0, -0.5, 0.6], [0.7, -0.1, -0.1], [0.1, 0.2, -0.2], [-0.4, -0.5, -0.3], [-0.9, -0.3, 0.1], [0.4, -0.1, 0.3], [-0.1, 0.0, 0.0], [-0.1, 0.9, 0.2], [-0.2, 0.0, -0.4], [-0.2, -0.3, 0.1], [0.1, -0.1, -0.4], [-0.2, 0.2, 0.1], [-0.3, 0.2, -0.2], [0.0, 0.0, 0.1], [0.0, -0.1, 0.2], [-0.1, -0.2, 0.0], [-0.6, 0.3, -1.2], [0.3, 0.3, -0.6], [-0.5, -2.0, -0.1], [-1.5, 0.6, 0.7], [1.0, -0.7, -0.1], [1.5, 0.2, 1.4], [-0.9, -0.2, -0.5], [0.1, -0.4, 0.0], [-0.1, 0.1, 0.6], [0.0, 0.2, 0.0], [-0.2, 0.5, 0.2], [0.3, 0.2, -0.4], [0.6, 0.7, 0.2], [0.0, -0.1, -0.4], [0.0, -0.1, 0.2], [0.0, 0.5, 0.0], [-0.5, 0.0, -0.1], [-0.2, 0.2, 0.2], [0.3, 0.0, 0.0], [0.3, -0.2, -0.1], [0.2, -0.1, 0.0], [-0.2, 0.1, -0.1], [0.5, 0.3, 0.0], [-0.6, 0.7, -0.9], [1.3, -0.8, 0.9], [-0.6, 0.3, -0.8], [0.3, -1.7, -0.2], [-0.4, -0.7, 0.4], [0.1, 0.2, 0.2], [0.0, 0.0, 0.0], [0.0, 0.1, -0.1], [-0.1, -0.2, 0.4], [0.3, -0.4, -0.2], [-0.5, 0.5, 0.2], [-0.1, -0.1, 0.0], [0.1, 0.4, 0.1], [0.0, 0.1, 0.2], [0.0, 0.6, 0.0], [0.0, 0.3, 0.0], [0.3, 0.5, 0.0], [-0.1, -0.2, 0.0], [-0.1, 0.3, -0.1], [-0.2, 0.1, -0.1], [-0.3, -0.1, -0.1], [0.9, -0.6, 0.2], [-1.4, 0.5, 0.6], [1.2, 0.3, -2.6], [0.3, -0.1, -1.0], [-0.6, 0.3, 1.1], [-0.9, 0.1, 1.1], [0.1, -0.7, -0.2], [0.0, -0.2, 0.0], [-0.4, 0.0, 0.2], [0.0, 0.2, 0.0], [0.3, 0.1, -0.1], [-0.5, -0.2, 0.8], [0.7, -0.5, -0.1], [-0.3, 0.2, -0.4], [0.0, 0.0, 0.2], [0.2, -0.2, 0.2], [-0.2, -0.1, 0.1], [-0.1, -0.2, 0.0], [0.4, 0.5, 0.1], [-0.2, 0.6, 0.0], [0.4, -0.1, -0.2], [0.1, -0.2, 0.0]]
}